Entry 1:
C5H21NO6 | ωB97M-V with the def2-TZVPD basis set

Structure (XYZ):
```
33
Properties=species:S:1:pos:R:3:lowdin_charge:R:1
N 2.10284 -1.75704 1.73105 0.119
C 0.88284 -1.15757 1.53222 -0.382
C 0.53711 -0.51928 0.37916 -0.148
C 1.03759 -0.57085 -0.99068 -0.232
C 1.36300 -1.61605 -1.76450 0.015
C 0.04928 -0.85748 2.72547 -0.056
H 2.31375 -2.18657 2.61346 0.090
H 2.53843 -2.14723 0.91276 0.088
H -0.42117 0.09302 0.52153 0.081
H 0.93138 0.38015 -1.50386 0.079
H 1.44511 -1.45264 -2.83534 0.066
H 1.51854 -2.58496 -1.29842 0.059
H 0.06947 -1.65395 3.52772 0.096
H -1.03662 -0.67241 2.65716 0.063
H 0.24012 0.15649 3.12587 0.088
H -2.00400 0.96426 0.89572 0.017
H -2.77031 -0.12106 1.59381 0.055
O -2.53992 0.14342 0.69180 -0.090
H -1.78371 0.49162 -3.38749 0.077
H -1.09755 -0.28737 -2.30166 -0.006
O -0.88230 0.32467 -3.05339 -0.090
H -1.27853 2.77766 1.44131 0.070
H -0.08423 1.99751 0.83816 0.022
O -0.74485 1.98342 1.54846 -0.071
H 2.21315 1.01464 0.31436 0.012
H 2.77219 2.47502 0.64920 0.045
O 2.24527 1.94330 0.05231 -0.044
H -1.13914 -2.00397 -0.83879 0.047
H -2.10889 -0.81428 -0.79646 0.020
O -1.78022 -1.52871 -1.38158 -0.061
H -0.89804 1.43233 -1.73311 -0.017
H -0.36373 2.91734 -1.45938 0.056
O -0.99786 2.24241 -1.19389 -0.068
```

As for the highest occupied orbital energy: -7.77 eV. Its SMILES is C=C/C=C(/C)N.O.O.O.O.O.O. For the electronic energy, the calculation gives -19299.5562 eV.


Entry 2:
C21H20PPdSe3Te | ωB97M-V with the def2-TZVPD basis set

Structure (XYZ):
```
47
Properties=species:S:1:pos:R:3:lowdin_spin:R:1
Pd -0.84649 2.78179 0.27464 0.763
Se -1.36505 3.54986 2.87566 0.277
Se -1.79884 5.10781 1.22347 0.178
Te -3.29939 3.78804 -0.55394 0.110
Se -1.55705 3.18543 -2.21834 0.206
C -0.41112 -2.87899 -0.00502 0.001
C -0.96195 -2.16882 1.20733 0.007
C -1.46504 -2.96962 2.22930 0.001
C -2.05096 -2.43234 3.36629 0.002
C -2.15081 -1.06035 3.50069 0.000
C -1.64985 -0.24244 2.49785 0.005
C -1.04170 -0.77008 1.35837 0.028
P -0.35906 0.52904 0.23928 0.087
C -0.70666 -0.15895 -1.42763 0.007
C -1.99652 -0.66661 -1.57869 0.008
C -2.46224 -1.10354 -2.80591 -0.001
C -1.63414 -1.02988 -3.91448 0.009
C -0.36387 -0.49163 -3.78049 -0.001
C 0.11402 -0.03312 -2.55686 0.011
C 1.45822 0.64234 -2.50441 0.001
C 1.43532 0.49805 0.60963 0.004
C 2.15920 -0.65161 0.93009 0.002
C 3.51790 -0.58953 1.18091 0.000
C 4.16355 0.64274 1.12258 0.002
C 3.43637 1.78698 0.84743 0.009
C 2.06081 1.74679 0.60120 0.028
C 1.28803 3.01818 0.35899 0.220
H 0.01025 -3.84149 0.29038 0.000
H 0.35325 -2.31095 -0.52837 0.000
H -1.20731 -3.06681 -0.72676 0.000
H -1.39411 -4.04681 2.12275 0.000
H -2.42868 -3.08890 4.14078 0.000
H -2.61449 -0.62319 4.37551 0.000
H -1.72474 0.83637 2.58904 0.002
H -2.65057 -0.70823 -0.71404 0.000
H -3.47054 -1.48708 -2.89916 0.000
H -1.98403 -1.36224 -4.88371 0.001
H 0.27292 -0.39460 -4.65197 0.000
H 1.87574 0.73303 -3.50713 0.000
H 2.16856 0.09869 -1.88058 0.000
H 1.35357 1.64633 -2.08601 0.000
H 1.65873 -1.60689 1.00489 0.000
H 4.06796 -1.48839 1.42891 0.000
H 5.22847 0.70728 1.31140 0.000
H 3.93420 2.74992 0.83175 0.002
H 1.64972 3.55024 -0.52504 0.014
H 1.38842 3.67416 1.22945 0.014
```

As for the highest occupied orbital energy (spin up / spin down): -2.92 / -3.59 eV. For the electronic energy, the calculation gives -238205.3165 eV. Its multiplicity is 3. The net charge is -1.


Entry 3:
C7H11N | ωB97M-V with the def2-TZVPD basis set

Structure (XYZ):
```
19
Properties=species:S:1:pos:R:3:lowdin_charge:R:1
C 0.60699 -1.97773 -0.43929 -0.010
C -1.88362 -0.20214 0.36460 -0.031
C -0.65473 1.67163 -0.80723 -0.025
C 0.61223 -0.50923 -0.18307 -0.219
C -0.54103 0.42508 0.05034 -0.456
C 0.50829 0.38957 1.12076 0.018
N 2.87337 0.63638 0.04262 0.138
C 1.67751 0.35605 0.25315 -0.350
H 3.30674 1.25811 0.72013 0.049
H 0.39701 0.12880 2.15577 0.131
H 0.65869 -2.55297 0.48672 0.088
H 1.47079 -2.23938 -1.04750 0.084
H -0.29839 -2.26271 -0.97173 0.078
H -1.16168 1.43715 -1.74176 0.083
H -2.53204 0.52535 0.84835 0.084
H -2.36971 -0.53141 -0.55177 0.086
H -1.77136 -1.05865 1.02446 0.085
H 0.33005 2.06997 -1.03799 0.082
H -1.22914 2.43615 -0.28657 0.083
```

As for the highest occupied orbital energy: -8.90 eV. Its SMILES is [H]/N=C1\[C@H]2C(C)(C)[C@@]12C. For the electronic energy, the calculation gives -8925.1405 eV.


Entry 4:
C4H14O2S | ωB97M-V with the def2-TZVPD basis set

Structure (XYZ):
```
21
Properties=species:S:1:pos:R:3:lowdin_charge:R:1
C 2.15958 0.74834 -3.20139 -0.134
C 1.29679 1.76780 -2.46475 -0.320
C 1.71963 1.94872 -0.98905 -0.566
S 0.45381 1.70657 0.26601 0.771
C 0.15048 -0.05620 -0.24101 -0.381
H 3.21251 0.79659 -2.85558 0.077
H 2.15729 0.48502 -4.28303 0.076
H 1.77148 -0.26173 -2.95362 0.061
H 1.30357 2.70652 -3.00322 0.089
H 0.20388 1.46603 -2.49592 0.105
H 2.56737 1.30619 -0.78137 0.062
H 2.04163 3.00813 -0.90362 0.074
H -0.69285 -0.10226 -0.94174 0.031
H 0.09809 -0.72508 0.61942 0.028
H 1.04023 -0.38083 -0.82402 0.026
H -5.18687 -2.65994 3.22827 0.043
H -5.16335 -2.38087 4.73583 0.039
O -4.65663 -2.77898 4.02502 -0.048
H -2.26361 -2.23672 4.15441 0.001
H -0.80087 -2.53006 4.56738 0.027
O -1.41217 -1.82724 4.34194 -0.061
```

As for the highest occupied orbital energy: -8.43 eV. Its SMILES is CCCSC.O.O. For the electronic energy, the calculation gives -19304.5475 eV.